{"formula": "CH2O3", "method": "wB97M-V/def2-TZVPD", "species": ["C", "O", "O", "H", "H", "O"], "positions_angstrom": [[-0.27716, 0.37129, 0.08623], [0.47049, -0.67221, -0.53423], [-0.75441, 0.38775, 1.21112], [-0.81012, 0.63852, -0.77026], [0.59658, 0.97871, -0.15227], [0.77462, -1.70405, 0.15941]], "forces_ev_per_angstrom": [[-0.401, -0.176, 1.938], [1.193, -2.867, 0.503], [0.111, -0.556, 0.451], [-1.869, 0.706, -2.166], [1.597, 1.401, -0.032], [-0.632, 1.492, -0.694]], "nbo_charge": [0.19, -0.01, -0.52, 0.21, 0.26, -0.13], "spin_multiplicity": 1, "homo_ha": [-0.3772, -0.3768], "charge": 0, "relative_energy_ev": 8.2333, "orbital_gap_ha": [0.2656, 0.2651]}



{"formula": "C44H46BrIrN3OP", "method": "wB97M-V/def2-TZVPD", "species": ["H", "H", "H", "C", "H", "C", "Br", "H", "H", "H", "H", "C", "C", "O", "C", "H", "H", "H", "C", "C", "H", "C", "H", "C", "Ir", "C", "H", "C", "H", "C", "H", "H", "H", "C", "H", "C", "H", "C", "C", "C", "C", "C", "H", "C", "C", "C", "H", "H", "P", "C", "H", "H", "C", "H", "C", "H", "H", "H", "C", "H", "H", "C", "H", "C", "C", "C", "C", "C", "H", "C", "N", "C", "H", "C", "C", "C", "H", "H", "N", "H", "H", "H", "H", "C", "H", "H", "H", "C", "C", "H", "C", "C", "H", "C", "N", "H", "C"], "positions_angstrom": [[1.06915, 4.63254, 0.50211], [6.36467, -1.33259, 5.84760], [2.38410, 3.67678, -6.16416], [1.65429, -3.26418, -2.65839], [6.18955, 1.23477, 6.02934], [4.54345, 0.29973, -0.02359], [-0.05296, -0.44047, 2.67951], [1.32268, -2.36162, -0.75445], [3.03757, 1.55871, -0.95677], [4.55504, -1.83762, -0.44839], [3.16914, -0.96834, -1.13386], [-4.21047, 0.91780, -4.00656], [-2.39915, 2.04145, 0.55534], [1.66682, 0.08545, 0.26364], [4.50567, 0.11053, 2.51499], [6.27056, 1.33918, 4.26916], [-0.66795, 6.30489, -0.06917], [-5.18009, 0.91015, -3.52401], [0.88606, -2.95297, -1.54880], [3.32100, 1.87765, -5.45748], [4.20226, 2.00518, -6.07415], [6.05869, 0.36764, 0.16374], [-1.67564, 2.81968, 0.74321], [-0.62717, 5.36157, -0.60013], [-0.32239, -0.17967, 0.01115], [-2.90287, -1.32592, -0.08251], [5.58108, 0.21580, 2.47921], [-2.85920, 0.64327, -5.97642], [4.92216, 2.08581, 5.13136], [2.54220, -0.22040, 3.81200], [-3.69241, -2.05573, -0.23454], [-2.24639, -3.61940, -0.36078], [-0.74776, 0.92093, -5.71358], [3.96174, -0.22959, 6.29833], [-2.31201, 5.81492, -1.84668], [1.13097, -4.05657, -3.67165], [2.66723, -2.88770, -2.72973], [1.05533, 1.54636, -3.88665], [4.23452, -0.90681, -0.92394], [1.83208, -0.18123, 2.62298], [-1.30121, -3.08519, -0.25493], [1.16662, 2.65247, -4.72726], [-2.23628, 3.66015, -3.04310], [-4.29097, 0.84472, 0.26204], [-0.16440, -4.53640, -3.56720], [-4.10224, 0.63868, -5.36519], [-1.95315, -4.57905, -2.38777], [4.31244, 2.46340, -0.11661], [-0.36849, 1.31859, -2.78863], [5.76250, -1.26951, 4.93761], [3.25423, 0.59452, 6.41416], [3.40490, -1.16914, 6.31253], [-0.42285, -3.41390, -1.44270], [-4.36635, 3.02684, 0.69941], [-1.81876, 1.20825, -3.87564], [5.21681, -2.20814, 4.82099], [2.01084, -0.37818, 4.74005], [1.97541, -0.22561, -3.15084], [2.39670, 0.02200, 1.36804], [4.77039, -0.80406, -1.87241], [4.01958, 0.05583, -4.56586], [3.80995, 0.14702, 1.31733], [-2.77289, 0.41968, -7.03223], [0.34861, 4.42349, -0.27905], [-0.93526, -4.21107, -2.45862], [4.79054, -0.08375, 5.02249], [2.08422, 0.61463, -3.82658], [-0.53100, 2.93204, -1.96083], [4.64179, 1.69552, -1.67913], [-1.55023, 5.08696, -1.59680], [-1.65095, -1.66996, -0.06978], [3.91422, -0.05865, 3.77210], [6.44250, -1.16767, 4.09011], [2.29689, 2.81643, -5.51276], [-3.79530, 2.12870, 0.52828], [0.39678, 3.21636, -0.95646], [-0.81696, -3.43631, 0.66072], [-4.98942, 0.41697, -5.94524], [-2.02501, 0.76856, 0.34361], [4.62498, -0.22484, 7.16521], [-0.57931, -5.16020, -4.34863], [6.45315, -0.53538, 0.63545], [-3.16173, 1.39568, -2.20153], [4.10044, 1.58715, -0.73533], [-5.32008, 0.53195, 0.17748], [0.37012, 3.38816, -4.76336], [6.53018, 0.46310, -0.81628], [3.21659, 0.78136, -4.61425], [5.59123, 1.22286, 5.11491], [1.73333, -4.30139, -4.53753], [-1.71821, 0.92561, -5.23320], [-1.50175, 3.87542, -2.27792], [1.15255, 2.48343, -0.70227], [-3.16685, 0.03560, 0.13044], [-0.12503, 0.06590, -1.89833], [6.35825, 1.23298, 0.75937], [-3.07528, 1.19474, -3.26480]], "forces_ev_per_angstrom": [[0.002, 0.002, -0.016], [0.003, 0.013, -0.022], [-0.003, -0.005, 0.002], [-0.017, -0.017, 0.010], [0.004, -0.006, -0.020], [-0.148, 0.017, 0.015], [-0.187, -0.004, -0.324], [-0.009, 0.073, 0.021], [-0.033, -0.009, -0.032], [0.006, 0.012, -0.009], [-0.027, 0.007, -0.015], [-0.002, 0.011, -0.002], [0.088, -0.032, 0.192], [0.379, 0.272, -0.999], [0.016, -0.004, -0.009], [-0.017, 0.006, 0.006], [0.005, -0.017, -0.010], [0.004, 0.011, -0.005], [0.035, -0.146, 0.103], [0.006, 0.006, -0.013], [-0.002, 0.008, 0.020], [0.056, -0.008, -0.019], [-0.014, -0.018, -0.060], [-0.002, 0.002, 0.046], [0.806, -0.467, 3.035], [-0.018, -0.159, -0.042], [-0.035, -0.013, 0.020], [0.032, 0.018, 0.008], [0.011, -0.013, 0.010], [-0.019, -0.010, -0.040], [0.081, -0.076, 0.099], [0.045, -0.141, 0.068], [-0.007, -0.034, -0.003], [-0.018, -0.004, 0.001], [0.001, -0.015, 0.006], [0.014, 0.027, -0.017], [0.010, -0.013, 0.014], [0.018, 0.057, -0.077], [0.010, -0.028, 0.018], [0.088, 0.001, 0.031], [0.191, 0.027, 0.112], [0.024, -0.031, -0.006], [0.029, 0.045, -0.022], [0.068, 0.250, 0.001], [-0.023, -0.008, 0.017], [-0.028, 0.015, 0.009], [0.007, 0.009, -0.006], [-0.006, -0.017, -0.012], [0.062, -0.348, 0.268], [0.001, -0.006, 0.009], [0.009, -0.012, 0.002], [0.006, 0.013, 0.001], [-0.136, 0.203, -0.077], [-0.001, -0.009, -0.009], [-0.068, -0.126, -0.018], [0.009, 0.012, 0.013], [0.015, 0.010, -0.011], [-0.007, 0.010, -0.002], [-0.042, -0.040, 0.070], [-0.004, -0.006, 0.021], [-0.008, -0.001, -0.003], [0.071, 0.043, -0.008], [0.004, 0.007, 0.003], [-0.001, -0.001, -0.006], [-0.038, 0.060, -0.066], [0.007, -0.004, -0.001], [0.015, 0.006, -0.049], [0.067, 0.071, -0.013], [-0.008, 0.001, 0.019], [-0.004, -0.031, -0.019], [-0.555, 0.058, -1.021], [0.025, -0.010, 0.004], [-0.016, -0.011, 0.005], [-0.006, 0.001, 0.000], [-0.070, -0.125, 0.004], [-0.010, 0.079, -0.069], [0.012, 0.085, 0.043], [0.004, -0.004, 0.009], [-0.617, 0.172, -0.930], [-0.010, -0.001, -0.006], [-0.002, 0.006, 0.006], [0.002, 0.014, -0.008], [-0.010, -0.022, -0.003], [0.022, 0.012, 0.052], [0.021, 0.038, 0.011], [0.010, 0.004, 0.002], [-0.005, 0.000, 0.009], [-0.030, -0.017, 0.019], [-0.010, 0.013, 0.017], [-0.005, 0.007, 0.010], [-0.039, 0.044, -0.007], [0.015, 0.034, 0.032], [0.007, -0.037, 0.010], [-0.187, -0.097, 0.224], [0.057, 0.321, -0.581], [0.003, -0.010, -0.013], [0.018, 0.004, -0.026]], "mulliken_charge": [0.47, 0.46, 0.40, -0.61, 0.48, 2.62, -0.25, 0.58, -0.23, 0.36, -0.31, -0.93, -0.53, -0.33, -0.52, 0.30, 0.39, 0.47, 0.22, -0.62, 0.39, -2.51, 0.60, -0.55, 0.87, 0.33, 0.42, -0.76, 0.35, -0.18, 0.43, 0.50, 0.39, -2.17, 0.44, -0.65, 0.37, -0.08, -1.08, 0.12, -1.32, -0.27, 0.48, -1.02, -0.71, -0.61, 0.32, 0.35, 2.01, -1.60, 0.41, 0.40, 0.79, 0.45, 0.01, 0.35, 0.52, 0.22, -0.37, 0.48, 0.43, -0.47, 0.43, -0.80, -0.71, 1.86, -0.47, 0.24, 0.50, -0.74, 0.42, -0.35, 0.32, -0.75, -0.83, -0.01, 0.16, 0.39, 0.48, 0.43, 0.38, 0.43, 0.26, -1.21, 0.52, 0.43, 0.45, -0.48, -1.67, 0.41, -0.84, -0.38, 0.07, -0.21, 0.28, 0.43, 0.09], "spin_multiplicity": 1, "homo_ha": [-0.2542, -0.2542], "charge": 0, "relative_energy_ev": 0.6432, "orbital_gap_ha": [0.2658, 0.2658]}



{"formula": "C4H7N2P", "method": "wB97M-V/def2-TZVPD", "species": ["H", "H", "C", "H", "C", "P", "N", "H", "C", "H", "N", "H", "H", "C"], "positions_angstrom": [[1.66115, 0.08865, 1.52786], [-2.15273, -0.12841, 2.08447], [-2.20163, -0.55859, -0.11144], [-3.22577, -0.74545, -0.36825], [-1.66014, -0.24195, 1.13999], [2.51537, 0.83295, 0.71918], [-0.05025, -0.30986, -0.20208], [1.74240, 1.99270, 0.78984], [1.91800, 0.24605, -0.84399], [2.24562, -0.73237, -1.16189], [-0.34215, -0.07484, 1.03778], [-1.03261, -0.75113, -2.01793], [1.69143, 0.94831, -1.62901], [-1.10869, -0.56605, -0.96453]], "forces_ev_per_angstrom": [[-0.185, -0.370, 0.302], [-0.090, 0.027, 0.224], [-0.128, 0.016, -0.019], [-0.180, -0.032, -0.006], [-0.210, -0.106, -0.268], [1.127, 0.485, -0.107], [3.269, 0.908, -1.736], [-0.133, 0.266, -0.024], [-2.919, -1.023, 1.432], [-0.033, -0.068, -0.068], [0.079, -0.002, 0.436], [0.054, -0.039, -0.155], [-0.079, 0.078, -0.125], [-0.572, -0.139, 0.114]], "nbo_charge": [0.07, 0.20, -0.35, 0.22, -0.07, 0.31, -0.19, -0.01, -0.43, 0.22, -0.32, 0.21, 0.23, -0.10], "spin_multiplicity": 1, "homo_ha": -0.3284, "charge": 0, "relative_energy_ev": 2.9272, "orbital_gap_ha": 0.3191}



{"formula": "CaIZn", "method": "wB97M-V/def2-TZVPD", "species": ["Zn", "I", "Ca"], "positions_angstrom": [[2.13519, 0.75729, 1.69499], [0.09507, 0.46263, -0.47535], [-2.23026, -1.21993, -1.21965]], "forces_ev_per_angstrom": [[-0.215, -0.040, -0.218], [-0.299, -0.324, 0.043], [0.515, 0.364, 0.175]], "nbo_charge": [0.87, -0.73, 1.87], "spin_multiplicity": 2, "homo_ha": [-0.6045, -0.6448], "charge": 2, "relative_energy_ev": 0.0217, "orbital_gap_ha": [0.2480, 0.2612]}



{"formula": "C26H31N3O5S", "method": "wB97M-V/def2-TZVPD", "species": ["H", "H", "H", "C", "O", "C", "C", "H", "H", "C", "H", "S", "H", "C", "C", "C", "H", "C", "N", "C", "H", "O", "H", "H", "C", "H", "C", "C", "C", "C", "C", "C", "H", "C", "N", "C", "H", "C", "H", "H", "H", "H", "H", "H", "C", "H", "O", "H", "C", "H", "N", "H", "H", "O", "C", "O", "C", "H", "C", "H", "C", "H", "H", "H", "H", "C"], "positions_angstrom": [[-1.58255, 0.50351, -2.35647], [0.09844, 0.36884, 5.03324], [-3.40756, -0.23948, -3.66344], [1.70386, 3.36525, -0.91264], [-3.10719, 1.38768, 3.31329], [-0.80550, 0.20479, 4.44309], [-0.66719, -4.20076, -1.45564], [1.03717, -5.26285, -2.20122], [0.18745, 5.39751, 0.22107], [0.68694, 1.67345, -1.77746], [-0.76036, -1.92852, 4.69420], [-0.49938, 3.76012, 1.82676], [0.35667, -2.55311, 2.65300], [1.17610, -2.52747, -0.20811], [-0.74721, -0.07649, -2.71220], [-1.09774, -3.13543, -0.68940], [2.64062, 0.12126, -2.75177], [0.21708, -1.97155, -3.83430], [-0.85285, 1.20339, 3.40210], [1.65431, -0.27539, -2.93361], [-0.86651, -0.27851, 0.04545], [-0.90648, 4.79712, 2.73059], [0.01202, 1.42920, 2.93090], [-1.61754, -1.35006, 1.23015], [-3.27912, -1.22220, -3.19908], [-4.10042, -1.87166, -3.49759], [-0.91056, -1.27953, -3.38230], [1.55667, -0.40272, 1.08993], [0.53642, 0.42293, -2.48836], [-2.00284, 1.64405, 2.88112], [2.18945, -1.67044, 0.50266], [0.69000, -4.43262, -1.60394], [2.66066, -3.78638, -1.08507], [-0.36142, 4.46564, 0.12722], [-0.26289, 2.37723, -1.22382], [1.48151, -1.47125, -3.60735], [-2.15624, -2.95473, -0.56319], [2.85279, 4.20958, -0.51081], [1.28169, -1.25123, 3.42907], [-1.37374, 4.63882, -0.22263], [2.34232, -2.01953, -3.95842], [2.63925, -2.26281, 1.30689], [-1.76791, -1.37239, 3.35822], [3.76224, 3.82835, -0.96666], [0.35825, 3.46763, -0.67662], [1.38336, 0.32045, 0.28972], [-2.10735, -1.85851, -3.65228], [2.69909, 5.24187, -0.82066], [-0.18792, -2.29105, -0.06694], [-2.73368, 3.06340, 1.44062], [0.27693, -0.63880, 1.72612], [-1.51775, 1.92141, 0.78968], [-3.27960, -1.11149, -2.11055], [0.75274, 3.09919, 2.11324], [0.34695, -1.48130, 2.91076], [1.90657, 2.23077, -1.61975], [-0.81788, -1.21655, 3.86922], [2.23160, 0.05892, 1.81558], [-1.81395, 2.52323, 1.64662], [2.95555, 4.18600, 0.57369], [-0.67362, -1.10919, 0.73717], [2.99127, -1.39829, -0.18705], [-1.38639, -4.84736, -1.93535], [-1.68366, 0.34351, 5.07905], [0.06853, -2.90252, -4.35668], [1.60049, -3.60292, -0.97906]], "forces_ev_per_angstrom": [[-0.148, 0.020, 0.027], [-0.038, 0.016, 0.033], [0.015, -0.022, 0.033], [-0.983, 0.711, 0.416], [-0.452, -0.141, -0.090], [-0.294, -0.311, -0.026], [-0.108, -0.067, -0.009], [0.029, -0.082, -0.058], [-0.027, 0.103, 0.213], [-0.788, 0.708, 0.506], [-0.069, -0.065, 0.012], [-0.103, 0.462, -0.131], [0.132, 0.026, 0.035], [0.044, -0.053, 0.001], [-0.115, 0.020, -0.030], [0.056, -0.041, 0.014], [0.109, 0.026, 0.006], [-0.140, 0.079, -0.011], [0.110, 0.239, 0.386], [-0.114, 0.291, 0.160], [-0.093, -0.025, 0.027], [-0.397, 0.168, -0.038], [-0.238, -0.052, -0.019], [-0.030, 0.015, -0.068], [-0.165, 0.091, 0.039], [0.021, 0.082, 0.048], [0.267, 0.084, -0.027], [0.246, -0.115, -0.091], [0.362, -0.529, -0.374], [0.540, 0.258, 0.112], [-0.077, 0.181, 0.160], [0.073, -0.111, 0.001], [0.132, -0.020, -0.023], [-0.043, -0.713, 0.761], [0.025, -0.709, -0.507], [-0.154, -0.069, -0.097], [-0.150, 0.027, 0.008], [-0.040, -0.217, -0.010], [0.069, -0.055, -0.009], [-0.095, 0.116, -0.065], [0.076, -0.071, -0.025], [0.058, 0.028, -0.031], [-0.086, -0.073, 0.026], [0.098, 0.069, -0.001], [1.278, -0.059, -0.608], [0.067, 0.055, 0.012], [0.242, -0.139, -0.080], [0.058, 0.049, -0.028], [-0.024, -0.034, 0.025], [-0.031, 0.020, -0.008], [0.131, -0.094, -0.156], [-0.043, -0.099, -0.116], [0.007, 0.012, -0.006], [0.190, -0.242, -0.251], [-0.297, -0.118, 0.143], [0.129, -0.305, -0.186], [0.279, 0.223, -0.044], [0.013, 0.040, -0.066], [0.358, 0.466, 0.055], [0.100, 0.020, 0.043], [-0.050, 0.143, 0.014], [0.065, -0.015, 0.020], [-0.071, -0.062, -0.054], [0.181, 0.029, 0.020], [-0.015, -0.129, -0.051], [-0.082, -0.035, 0.037]], "nbo_charge": [0.24, 0.19, 0.18, 0.30, -0.63, -0.22, -0.21, 0.21, 0.26, 0.47, 0.21, 2.16, 0.18, -0.04, -0.31, -0.22, 0.22, -0.23, -0.61, -0.24, 0.21, -0.93, 0.44, 0.21, -0.25, 0.20, 0.32, -0.21, -0.03, 0.67, -0.45, -0.22, 0.21, -0.65, -0.48, -0.19, 0.21, -0.67, 0.19, 0.25, 0.22, 0.21, 0.21, 0.24, 0.03, 0.19, -0.49, 0.23, 0.03, 0.26, -0.46, 0.28, 0.18, -0.97, -0.23, -0.40, -0.41, 0.20, -0.76, 0.25, -0.27, 0.22, 0.21, 0.23, 0.23, -0.19], "spin_multiplicity": 1, "homo_ha": -0.3021, "smiles": "COc1cccc(-c2nc(CS(=O)(=O)CC(=O)NCCCN3CCc4ccccc4C3)c(C)o2)c1", "charge": 0, "relative_energy_ev": 0.9767, "orbital_gap_ha": 0.3143}



{"formula": "H5O2S", "method": "wB97M-V/def2-TZVPD", "species": ["H", "H", "O", "H", "O", "H", "S", "H"], "positions_angstrom": [[-1.94236, 1.98662, 0.03829], [-1.68350, 0.41495, 0.01188], [-2.06013, 1.17021, -0.45484], [0.21378, -0.71309, -2.88060], [0.12645, -1.66514, -2.76687], [0.09917, 0.56880, 2.43628], [1.15144, 0.23298, 1.68431], [-0.16792, -1.76803, -1.84507]], "forces_ev_per_angstrom": [[0.209, -0.354, 0.274], [0.066, 0.533, 0.250], [-0.231, -0.182, -0.523], [-0.031, -0.012, -0.019], [-0.146, -0.016, 0.571], [-0.112, 0.055, 0.137], [0.070, -0.065, -0.145], [0.174, 0.041, -0.545]], "nbo_charge": [0.47, 0.47, -0.95, 0.47, -0.94, 0.09, -0.09, 0.47], "spin_multiplicity": 2, "homo_ha": [-0.3917, -0.3749], "charge": 0, "relative_energy_ev": 0.1066, "orbital_gap_ha": [0.4074, 0.2659]}